Entry 1:
Below is an isolated molecule of C12H16N2, with properties calculated with ωB97M-V with the def2-TZVPD basis set.

```
30
C12H16N2, DFT ωB97M-V with the def2-TZVPD basis set
C 1.584 -2.324 0.675
C 2.701 -0.644 -0.635
C 2.412 0.823 -0.356
C 0.864 0.953 -0.539
C 0.311 2.108 0.215
C -1.194 2.163 0.093
C -1.812 0.708 -0.019
C -3.219 0.540 -0.086
C -3.757 -0.763 -0.210
C -1.688 -1.702 -0.359
C -1.018 -0.470 -0.176
C 0.448 -0.352 0.076
H 2.240 -3.169 0.373
H 0.543 -2.757 0.901
H 1.995 -1.845 1.598
H 3.461 -1.104 0.014
H 3.097 -0.857 -1.616
H 2.902 1.693 -0.901
H 2.578 1.111 0.649
H 0.533 1.035 -1.564
H 0.506 1.898 1.323
H 0.597 3.188 0.036
H -1.609 2.737 1.001
H -1.502 2.787 -0.723
H -3.815 1.413 0.058
H -4.877 -0.933 -0.051
H -1.139 -2.710 -0.247
H 0.567 -0.240 1.215
N 1.385 -1.390 -0.351
N -3.092 -1.900 -0.394
```

For the largest force on an atom, the calculation gives 3.68 eV/Å. Its total charge is 0. The calculation puts the LUMO energy at 0.9 eV. As for the SMILES: CN1CC[C@@H]2CCc3ccncc3[C@H]21. The calculation puts the energy relative to the best compared isomer or geometry (same formula, charge and spin) at 43.5 kcal per mole. The calculation puts the gap between HOMO and LUMO at 9.72 eV.



Entry 2:
Below is an isolated molecule of C7H13NO4S, with properties calculated with ωB97M-V with the def2-TZVPD basis set.

```
26
C7H13NO4S, DFT ωB97M-V with the def2-TZVPD basis set
C 0.433 0.966 -0.421
C -0.184 0.224 1.723
C 0.233 -0.878 0.790
C 1.788 1.648 -0.675
C 0.862 0.256 2.937
C 0.098 -2.392 1.054
C -1.301 -0.556 -2.966
N 0.499 -0.506 -0.373
O -0.477 1.377 -1.399
O -2.677 1.761 -2.369
O -0.046 1.398 0.824
O -2.403 -0.061 -0.675
S -1.885 0.713 -1.759
H -1.213 0.086 2.112
H 2.485 1.063 -0.183
H 1.736 2.716 -0.296
H 1.984 1.651 -1.685
H 1.045 1.253 3.207
H 1.861 -0.110 2.723
H 0.510 -0.234 3.764
H -0.596 -2.411 1.903
H 1.114 -2.796 1.246
H -0.296 -2.811 0.061
H -1.359 -0.147 -4.003
H -0.229 -0.748 -2.525
H -1.982 -1.462 -3.014
```

For the largest force on an atom, the calculation gives 3.42 eV/Å. Its total charge is 0. The calculation puts the LUMO energy at 0.7 eV. As for the SMILES: CC1=N[C@@](C)(OS(C)(=O)=O)O[C@@H]1C. The calculation puts the energy relative to the best compared isomer or geometry (same formula, charge and spin) at 44.0 kcal per mole. The calculation puts the gap between HOMO and LUMO at 11.24 eV.



Entry 3:
Below is a cluster of 2 separate species, C3H10NO2 in total, with properties calculated with ωB97M-V with the def2-TZVPD basis set.

```
16
C3H10NO2, DFT ωB97M-V with the def2-TZVPD basis set
O 1.347 3.677 0.115
C 1.616 3.124 1.117
O 0.775 2.000 1.564
H 2.518 3.580 1.739
H 0.752 2.159 2.522
C -1.533 -0.822 0.170
N -0.359 -0.843 -0.739
C -0.112 -2.115 -1.519
H -1.507 0.027 0.852
H -1.217 -1.584 0.903
H -2.506 -0.965 -0.263
H -0.276 0.070 -1.218
H 0.449 -0.989 -0.164
H -0.724 -2.228 -2.446
H 0.967 -2.041 -1.754
H -0.188 -3.050 -0.880
```

For the largest force on an atom, the calculation gives 3.07 eV/Å. Its total charge is +1. The calculation puts the LUMO energy at -3.5 eV. The calculation puts the energy relative to the best compared isomer or geometry (same formula, charge and spin) at 48.3 kcal per mole. The calculation puts the gap between HOMO and LUMO at 10.55 eV.



Entry 4:
Below is a structure of composition C7H10FFeN, with properties calculated with ωB97M-V with the def2-TZVPD basis set.

```
20
C7H10FFeN, DFT ωB97M-V with the def2-TZVPD basis set
C -0.211 -0.714 -1.709
C -1.379 -0.043 -1.225
C -2.002 -0.875 -0.229
C -1.207 -2.070 -0.087
C -0.088 -1.965 -1.006
Fe 0.162 -0.404 0.745
N 1.878 0.352 0.249
C 1.593 1.669 0.768
C 0.083 1.814 0.615
H -2.897 -0.629 0.334
H -1.734 0.934 -1.544
H -1.392 -2.882 0.598
H 0.687 -2.704 -1.152
H 0.462 -0.346 -2.474
H -0.188 2.346 -0.304
H 2.106 2.410 0.109
H 2.786 0.005 0.510
H -0.483 2.102 1.505
H 1.878 1.828 1.835
F -0.053 -0.827 2.461
```

For the largest force on an atom, the calculation gives 2.15 eV/Å. The expectation value of S² is 8.766. Its total charge is -1. The calculation puts the LUMO energy (spin up / spin down) at 4.1 / 4.0 eV. Its spin multiplicity is 6. The calculation puts the gap between HOMO and LUMO (spin up / spin down) at 6.83 / 7.43 eV.



Entry 5:
Below is a structure of composition C34H60N2O3P2Pt, with properties calculated with ωB97M-V with the def2-TZVPD basis set.

```
102
C34H60N2O3P2Pt, DFT ωB97M-V with the def2-TZVPD basis set
Pt 0.017 1.014 -0.314
C 5.549 1.618 0.930
N 4.350 1.707 1.738
C 4.417 2.113 3.099
C 3.064 1.496 1.093
C 2.485 2.730 0.493
C 3.122 3.943 0.664
C 2.895 5.021 -0.142
C 1.943 4.923 -1.159
C 1.207 3.773 -1.304
C 1.394 2.704 -0.400
H 6.170 0.738 1.223
H 6.144 2.557 1.033
H 5.309 1.534 -0.174
H 4.848 3.165 3.079
H 5.061 1.414 3.657
H 3.378 2.148 3.547
H 2.290 1.029 1.735
H 3.131 0.750 0.252
H 3.866 3.995 1.459
H 3.370 5.970 0.082
H 1.832 5.733 -1.886
H 0.425 3.699 -2.070
C 1.183 -4.040 -0.719
C 1.513 -3.239 0.528
C 2.613 -2.212 0.060
C 2.106 -4.265 1.587
P -0.025 -2.177 1.123
N -0.069 -0.893 0.316
C -1.637 -3.229 0.876
C -1.509 -4.759 1.185
C -2.783 -2.566 1.743
C -2.042 -3.122 -0.610
C 0.215 -1.881 3.075
C 1.681 -1.296 3.200
C -0.809 -0.740 3.405
C 0.041 -3.094 4.041
H 2.114 -4.506 -1.079
H 0.817 -3.487 -1.635
H 0.417 -4.842 -0.611
H 3.322 -2.880 -0.515
H 3.143 -1.706 0.877
H 2.193 -1.434 -0.593
H 3.111 -4.503 1.222
H 1.534 -5.217 1.700
H 2.273 -3.834 2.559
H -1.059 -4.903 2.211
H -0.911 -5.289 0.416
H -2.527 -5.255 1.256
H -2.675 -2.899 2.802
H -3.749 -2.948 1.401
H -2.800 -1.461 1.732
H -1.492 -3.761 -1.293
H -1.943 -2.105 -1.001
H -3.104 -3.365 -0.733
H 1.858 -0.626 2.357
H 2.464 -2.095 3.167
H 1.773 -0.763 4.169
H -0.917 0.017 2.634
H -0.604 -0.281 4.403
H -1.784 -1.223 3.505
H 0.760 -3.889 3.905
H -0.998 -3.519 4.009
H 0.192 -2.722 5.026
C 0.355 2.112 -4.163
C -0.183 0.824 -3.434
C 1.024 -0.137 -3.185
C -0.616 1.375 -2.136
C -1.410 0.176 -4.124
C -1.378 -1.179 -4.474
C -2.450 -1.759 -5.096
C -3.675 -1.080 -5.250
C -3.688 0.293 -5.062
C -2.562 0.935 -4.504
H 1.298 2.441 -3.682
H -0.355 2.954 -4.134
H 0.635 1.889 -5.169
H 1.867 0.347 -2.650
H 1.436 -0.454 -4.162
H 0.683 -1.064 -2.624
H -1.550 1.990 -2.126
H -0.498 -1.738 -4.250
H -2.401 -2.736 -5.573
H -4.535 -1.599 -5.589
H -4.523 0.911 -5.364
H -2.543 2.038 -4.352
C -3.286 2.456 3.097
O -2.176 2.424 2.185
P -1.898 2.098 0.630
O -1.721 3.585 0.102
C -2.627 4.760 -0.188
O -3.208 1.461 0.045
C -4.571 1.806 -0.513
H -2.851 2.786 4.048
H -3.726 1.435 3.272
H -4.073 3.196 2.757
H -2.263 5.153 -1.117
H -2.384 5.451 0.631
H -3.691 4.498 -0.214
H -5.099 0.860 -0.413
H -4.416 2.069 -1.564
H -5.089 2.658 0.010
```

For the largest force on an atom, the calculation gives 2.88 eV/Å. The expectation value of S² is 2.026. Its total charge is -2. The calculation puts the LUMO energy (spin up / spin down) at 4.1 / 4.0 eV. Its spin multiplicity is 3. The calculation puts the gap between HOMO and LUMO (spin up / spin down) at 1.53 / 4.14 eV.



Entry 6:
Below is a structure of composition C6H19BCsN, with properties calculated with ωB97M-V with the def2-TZVPD basis set.

```
28
C6H19BCsN, DFT ωB97M-V with the def2-TZVPD basis set
Cs -9.164 -12.923 17.363
B -11.743 -18.009 17.064
H -12.254 -18.949 16.930
H -12.267 -17.443 17.818
H -10.704 -18.114 17.337
H -11.813 -17.462 16.136
C -7.424 -7.477 20.220
C -8.064 -6.276 19.489
N -9.334 -6.597 18.751
C -9.707 -5.622 17.716
C -8.680 -5.438 16.601
C -10.490 -6.801 19.643
C -11.702 -7.378 18.948
H -6.353 -7.296 20.313
H -7.470 -8.413 19.663
H -7.795 -7.641 21.232
H -8.274 -5.460 20.180
H -7.278 -5.915 18.826
H -10.609 -5.793 17.128
H -9.846 -4.731 18.328
H -7.644 -5.499 16.935
H -8.776 -6.207 15.834
H -8.828 -4.487 16.090
H -10.662 -5.888 20.212
H -10.259 -7.517 20.432
H -12.017 -6.868 18.037
H -12.553 -7.450 19.625
H -11.482 -8.402 18.646
```

For the largest force on an atom, the calculation gives 4.64 eV/Å. Its total charge is 0. The calculation puts the LUMO energy at -1.8 eV. The calculation puts the energy relative to the best compared isomer or geometry (same formula, charge and spin) at 84.9 kcal per mole. The calculation puts the gap between HOMO and LUMO at 4.82 eV.



Question: What is the formula in the second record?
Answer: C7H13NO4S



Question: What is the total charge in the third record?
Answer: +1